The following is a quantum chemistry calculation of the molecule C22H20N2OS3 in a non-equilibrium geometry, from the OMol25 dataset.

XYZ file:
```
48
C22H20N2OS3, DFT ωB97M-V with the def2-TZVPD basis set
S -2.584 0.704 -3.609
S 2.951 -0.516 0.048
S -1.018 -1.952 5.076
O 1.150 1.793 0.889
N 2.529 0.840 -3.220
N 0.439 -1.097 0.542
C 0.571 -2.397 3.107
C -2.890 -0.881 -0.949
C 1.344 -2.518 4.276
C -0.352 -0.187 -4.502
C 1.756 0.317 -2.550
C 2.398 1.706 1.537
C -1.080 0.246 -5.626
C 0.819 -0.255 -1.671
C -0.559 -0.341 -1.987
C -1.401 -0.760 -0.965
C 1.511 3.701 -0.630
C -3.207 -1.518 0.413
C -1.861 -1.903 2.483
C 0.627 -2.299 5.411
C 0.740 3.098 0.542
C -0.856 -1.148 0.272
C 1.242 -0.628 -0.387
C -1.902 -1.570 1.177
C -2.295 0.758 -5.297
C -1.021 -0.008 -3.320
C -0.740 -2.078 3.353
C 2.744 0.235 1.697
H 3.181 2.203 0.948
H -3.047 1.165 -5.944
H -3.255 -1.482 -1.784
H -0.314 2.985 0.272
H -3.592 -2.533 0.287
H 3.690 0.111 2.219
H 1.944 -0.304 2.199
H 0.950 -2.558 2.116
H -3.347 0.108 -1.035
H 0.623 -0.636 -4.569
H -3.960 -0.950 0.960
H 2.531 3.951 -0.348
H -0.712 0.180 -6.634
H 1.544 2.998 -1.459
H 2.346 2.188 2.527
H 0.809 3.756 1.421
H 1.014 4.610 -0.958
H 0.965 -2.320 6.428
H -2.819 -2.054 2.968
H 2.392 -2.761 4.274
```

Calculated values
electronic energy	-60671.0776	eV
HOMO energy	-0.285	Eh
SMILES	CCOCCSc1nc2c(c(-c3cccs3)c1C#N)CC/C2=C/c1cccs1
maximum force	1.25	eV/A
HOMO-LUMO gap	7.1	eV
spin multiplicity	1